No. 1
A cluster of 2 separate species, C3H12N2S in total at a distorted geometry, computed with ωB97M-V/def2-TZVPD.

Calculated values
SMILES string: CSC.NCN
Total charge: 0
HOMO-LUMO gap: 9.4472 eV

CARTESIAN COORDINATES (ANGSTROEM)
C (-0.489, -2.732, -2.719)
S (-0.580, -1.888, -1.121)
C (-0.684, -3.294, 0.001)
H (-0.883, -2.097, -3.515)
H (-1.102, -3.621, -2.815)
H (0.562, -2.868, -2.969)
H (-1.639, -3.394, 0.480)
H (-0.540, -4.296, -0.384)
H (0.123, -3.133, 0.717)
N (1.296, 2.623, 2.170)
C (0.106, 2.816, 1.418)
N (0.232, 3.805, 0.320)
H (1.581, 1.669, 2.321)
H (1.468, 3.233, 2.952)
H (-0.134, 1.910, 0.925)
H (-0.841, 3.120, 1.883)
H (0.578, 4.702, 0.644)
H (0.945, 3.447, -0.307)

Mulliken atomic charges, in units of e:
1. C -0.88
2. S -0.05
3. C -0.86
4. H 0.30
5. H 0.31
6. H 0.27
7. H 0.30
8. H 0.33
9. H 0.27
10. N -0.50
11. C -0.25
12. N -0.63
13. H 0.21
14. H 0.18
15. H 0.28
16. H 0.27
17. H 0.21
18. H 0.24

---

No. 2
A cluster of 2 separate species, C3H12N2S in total at a distorted geometry, computed with ωB97M-V/def2-TZVPD.

Calculated values
SMILES string: CSC.NCN
Total charge: 0
HOMO-LUMO gap: 9.2912 eV

CARTESIAN COORDINATES (ANGSTROEM)
C (-1.131, -0.183, -2.454)
S (-0.891, 1.261, -1.325)
C (-1.947, 0.875, 0.039)
H (-1.780, 0.160, -3.250)
H (-1.693, -0.992, -1.971)
H (-0.240, -0.751, -2.675)
H (-2.896, 0.320, -0.198)
H (-1.328, 0.209, 0.741)
H (-2.166, 1.876, 0.736)
N (0.727, 0.288, 1.784)
C (1.903, -0.520, 1.349)
N (2.257, -0.706, -0.049)
H (0.777, 1.353, 1.599)
H (0.336, 0.037, 2.604)
H (2.631, 0.141, 1.928)
H (1.703, -1.537, 1.922)
H (2.072, -1.780, -0.119)
H (1.665, -0.051, -0.662)

Mulliken atomic charges, in units of e:
1. C -0.90
2. S -0.12
3. C -0.72
4. H 0.32
5. H 0.28
6. H 0.33
7. H 0.36
8. H 0.23
9. H 0.24
10. N -0.44
11. C -0.51
12. N -0.54
13. H 0.21
14. H 0.19
15. H 0.31
16. H 0.21
17. H 0.31
18. H 0.23

---

Number 1: calculated total energy -629.1573 hartree. Number 2: calculated total energy -629.0982 hartree.